Density functional theory data (ωB97M-V/def2-TZVPD) for the molecule C3H8N2S2.

Structure (XYZ):
```
15
Properties=species:S:1:pos:R:3:forces:R:3
C 2.575 -1.001 -0.048 -0.235 4.189 -0.890
C -2.062 -0.239 0.591 -2.493 -5.320 1.690
N -1.902 0.466 -0.671 -0.975 0.010 3.433
N -0.871 1.263 -0.388 4.885 2.666 -0.851
H 2.763 -1.987 -0.248 1.313 -2.283 -0.650
H -1.018 2.309 -0.231 0.488 -2.125 -0.515
H -2.844 0.358 1.111 0.691 -0.824 0.277
H -1.147 -0.570 1.354 -2.022 1.534 -2.497
H -1.762 -0.049 -1.460 0.530 -1.890 -2.424
S 1.691 1.916 0.056 -1.291 -1.010 -0.802
S 0.822 -0.980 -0.303 -1.512 1.339 -0.494
H 2.855 -0.662 0.930 -0.062 -0.228 0.700
H 2.993 -0.160 -0.719 -0.217 -1.872 0.580
H -2.562 -1.455 0.382 1.137 3.752 0.498
C 0.468 0.790 -0.356 -0.238 2.061 1.944
```
Positions in Å, forces in eV/Å.

Computed properties:
- Structure (SMILES): CNNC(=S)SC
- Energy relative to the best compared isomer or geometry (same formula, charge and spin): 82.6 kcal per mole
- Strongest force on any atom: 6.11 eV/Å

***

Density functional theory data (ωB97M-V/def2-TZVPD) for the molecule C3H8N2S2.

Structure (XYZ):
```
15
Properties=species:S:1:pos:R:3:forces:R:3
H -0.809 1.543 1.260 1.381 -0.087 -0.516
H -1.858 -2.073 -0.254 -1.500 -0.724 0.745
H 0.894 1.973 1.298 1.887 1.409 1.340
N -0.421 -0.887 0.697 0.578 -0.857 0.248
H -0.513 -1.893 -1.399 -0.722 1.192 2.499
H 0.087 -1.745 1.017 0.107 1.435 0.203
H -1.496 -0.410 -1.017 -0.183 -1.690 0.931
H -0.094 2.152 -0.226 0.865 -0.505 0.681
S 2.361 -1.880 -0.020 -0.194 1.437 -0.143
N 0.502 0.155 0.427 3.829 -2.179 -1.517
C 1.902 -0.279 0.024 -3.614 0.659 1.693
C -1.129 -1.362 -0.472 1.937 2.236 -4.642
H 3.964 0.643 -0.117 3.825 -2.138 -0.056
C 0.183 1.563 0.692 -4.531 -1.785 -1.227
S 2.871 1.184 -0.136 -3.664 1.596 -0.239
```
Positions in Å, forces in eV/Å.

Computed properties:
- Structure (SMILES): CNN(C)C(=S)S
- Energy relative to the best compared isomer or geometry (same formula, charge and spin): 68.4 kcal per mole
- Strongest force on any atom: 5.50 eV/Å

***

Density functional theory data (ωB97M-V/def2-TZVPD) for the molecule C3H8N2S3.

Structure (XYZ):
```
16
Properties=species:S:1:pos:R:3:forces:R:3
C 1.396 2.270 0.892 -0.458 0.192 1.085
S 0.275 2.039 -0.510 -0.238 -0.648 0.266
S -2.751 -0.983 0.082 -0.149 0.506 0.930
H 2.138 1.477 0.994 -0.285 -0.046 -0.010
N 0.119 -0.704 0.083 0.306 1.317 -0.172
H -2.844 -0.985 1.476 0.193 -0.031 -1.111
C 1.935 -2.627 0.106 -0.103 -0.254 1.570
C -0.482 0.434 -0.072 1.223 -0.592 -0.528
H 1.937 3.198 0.739 -0.020 0.155 -0.316
H 1.768 -2.818 1.186 -0.130 0.232 -0.525
N -1.870 0.473 -0.133 -1.275 -0.073 0.403
H 1.163 -3.139 -0.446 0.126 -0.400 -0.348
H 2.958 -2.981 -0.051 -0.229 0.118 -0.575
H 0.809 2.418 1.835 0.534 -0.376 -0.798
S 1.832 -0.890 -0.251 -1.105 0.854 0.148
H -2.471 1.326 -0.082 1.608 -0.955 -0.018
```
Positions in Å, forces in eV/Å.

Computed properties:
- Structure (SMILES): CS/N=C(/NS)SC
- Energy relative to the best compared isomer or geometry (same formula, charge and spin): 11.0 kcal per mole
- Strongest force on any atom: 1.87 eV/Å

***

Density functional theory data (ωB97M-V/def2-TZVPD) for a cluster of 2 separate species, C3H8N2S3 in total.

Structure (XYZ):
```
16
Properties=species:S:1:pos:R:3:forces:R:3
C -0.955 -0.718 1.798 -0.149 2.149 0.038
H 2.079 2.495 -2.483 0.008 -0.729 -0.691
H 1.272 0.459 -1.464 -0.235 0.539 0.432
S 2.176 3.554 -1.722 0.071 -0.086 0.522
C 1.222 2.915 -0.400 -0.359 0.273 0.098
S -0.891 0.696 2.596 0.148 0.413 0.673
H -2.673 -3.170 0.780 -0.010 0.323 -0.398
N 0.619 1.774 -0.200 -1.595 1.063 2.867
S -1.352 -2.194 2.459 0.204 -0.787 0.769
H -1.158 -3.958 0.753 0.988 -1.423 0.388
H -0.810 -0.534 0.741 0.176 -0.980 -0.389
H -0.106 1.779 0.679 2.193 0.186 -1.942
H -1.129 -2.313 0.239 -0.614 -0.498 -0.604
C -1.603 -3.026 0.913 -0.713 0.882 -0.596
H 1.034 3.664 0.340 -0.293 0.193 0.242
N 0.618 0.583 -0.674 0.179 -1.518 -1.410
```
Positions in Å, forces in eV/Å.

Computed properties:
- Energy relative to the best compared isomer or geometry (same formula, charge and spin): 64.9 kcal per mole
- Strongest force on any atom: 3.45 eV/Å

***

Density functional theory data (ωB97M-V/def2-TZVPD) for a cluster of 2 separate species, C3H8N3 in total.

Structure (XYZ):
```
14
Properties=species:S:1:pos:R:3:forces:R:3
H -2.751 1.228 3.524 -0.106 -1.079 1.831
C -1.404 0.771 0.808 -0.738 0.764 2.322
N 1.234 -0.107 -1.026 2.616 1.170 -0.778
C 1.193 -1.120 -2.138 0.280 1.224 -1.059
H 1.992 -1.092 -2.883 0.307 -0.380 0.903
N -2.621 1.764 2.727 0.676 5.075 -0.444
H 0.420 0.413 -0.845 -1.726 0.790 0.484
H 2.237 -1.929 -0.462 -2.522 0.603 0.149
H 0.279 -1.090 -2.612 -1.967 0.144 -0.980
N -1.906 1.170 1.808 1.763 -1.580 -3.651
H -2.219 2.797 2.910 -1.325 -3.250 -0.261
H 0.273 -1.727 -0.218 0.152 -0.835 -0.178
C 1.182 -1.523 -0.768 3.296 -1.871 2.035
H 2.092 0.445 -0.824 -0.706 -0.777 -0.373
```
Positions in Å, forces in eV/Å.

Computed properties:
- Net charge: +1
- Energy relative to the best compared isomer or geometry (same formula, charge and spin): 110.7 kcal per mole
- Strongest force on any atom: 5.14 eV/Å

***

Density functional theory data (ωB97M-V/def2-TZVPD) for a structure of composition C3H8N3.

Structure (XYZ):
```
14
Properties=species:S:1:pos:R:3:forces:R:3
H -0.766 1.770 0.495 1.007 -1.184 0.358
N 0.066 1.148 0.254 -0.138 0.146 -1.539
H -1.736 -0.290 -1.269 0.029 -1.185 1.114
H 0.860 -0.557 -1.808 1.606 -0.139 -0.224
H -1.083 -1.983 -0.911 -0.230 1.182 0.385
C 1.147 0.996 1.231 0.908 0.273 0.654
C -1.416 -1.009 -0.441 -0.545 -0.123 -2.147
H 0.382 1.634 -0.685 -0.255 -1.656 1.908
N 0.313 -0.968 1.229 -0.076 -1.424 -1.012
H -2.229 -1.300 0.242 0.128 0.475 -0.254
H 1.794 1.779 1.533 0.289 0.870 -0.159
H 1.649 -0.614 -1.841 -1.473 0.144 0.073
C -0.297 -0.429 0.295 -1.982 0.565 -0.130
N 1.315 -0.179 1.677 0.733 2.057 0.974
```
Positions in Å, forces in eV/Å.

Computed properties:
- Net charge: +1
- Energy relative to the best compared isomer or geometry (same formula, charge and spin): 116.8 kcal per mole
- Strongest force on any atom: 2.54 eV/Å

***

Density functional theory data (ωB97M-V/def2-TZVPD) for the ion C3H8N3 with charge +1.

Structure (XYZ):
```
14
Properties=species:S:1:pos:R:3:forces:R:3
H -1.862 0.432 1.662 1.278 -0.032 -1.819
N 1.996 0.765 0.069 -1.211 -2.179 1.403
H -1.500 0.740 -1.481 0.668 1.061 1.118
H 0.430 -2.234 0.020 -0.948 -2.704 0.697
C -1.687 0.112 0.564 -3.119 -1.697 5.074
H 2.595 1.018 0.934 -1.557 -0.919 -1.499
H 0.766 -1.233 -1.472 -0.054 0.084 0.970
H 2.607 0.189 -0.541 -0.307 0.494 0.461
N 0.936 -0.411 0.580 3.304 3.836 1.320
N -0.392 -0.237 0.065 0.867 -0.457 -0.171
H -0.732 1.800 -0.018 0.834 1.747 -0.421
H -2.540 -0.563 0.449 0.615 -0.216 -0.967
C 0.495 -1.305 -0.391 -0.029 1.799 -2.971
C -1.114 0.928 -0.440 -0.341 -0.817 -3.195
```
Positions in Å, forces in eV/Å.

Computed properties:
- Structure (SMILES): NN1C[N+]12CC2
- Net charge: +1
- Energy relative to the best compared isomer or geometry (same formula, charge and spin): 153.7 kcal per mole
- Strongest force on any atom: 6.19 eV/Å

***

Density functional theory data (ωB97M-V/def2-TZVPD) for the ion C3H8N3 with charge +1.

Structure (XYZ):
```
14
Properties=species:S:1:pos:R:3:forces:R:3
H -0.324 -0.053 1.486 0.506 0.033 0.735
H 0.021 -2.042 -0.712 1.586 2.394 1.851
C 0.847 0.307 -0.478 -0.924 0.690 -0.213
H 0.381 0.553 -1.500 1.267 -1.025 1.395
N 0.608 -1.339 -0.039 -1.539 -4.449 -2.488
H 2.833 0.850 -0.632 -0.482 0.175 -0.491
H -2.279 1.262 0.962 -0.662 -0.439 -1.526
N -1.539 -0.196 -0.347 2.895 -0.999 1.093
C -0.174 -0.254 0.449 -2.874 1.869 -2.429
H -3.377 0.433 -0.617 1.561 1.455 1.519
C -2.407 0.639 0.011 -1.558 -0.888 0.378
N 1.977 0.910 -0.090 1.334 -0.141 2.181
H 1.183 -1.955 0.574 -0.278 1.250 -0.314
H 2.249 0.885 0.934 -0.831 0.077 -1.692
```
Positions in Å, forces in eV/Å.

Computed properties:
- Structure (SMILES): C=N[C@H]1[NH2+][C@@H]1N
- Net charge: +1
- Energy relative to the best compared isomer or geometry (same formula, charge and spin): 84.5 kcal per mole
- Strongest force on any atom: 5.32 eV/Å

***

Density functional theory data (ωB97M-V/def2-TZVPD) for the ion C3H8N3 with charge +1.

Structure (XYZ):
```
14
Properties=species:S:1:pos:R:3:forces:R:3
H 0.402 1.526 -0.525 -1.001 2.615 -0.924
H 2.795 0.546 0.566 -0.712 0.442 -1.259
C 2.275 0.474 -0.437 -1.469 -0.440 0.459
N -0.143 -1.451 0.462 2.258 1.645 -0.358
H 0.682 -1.915 0.829 0.239 0.615 -0.428
C -2.644 0.342 0.199 -0.688 1.078 -0.984
H -0.941 -1.908 0.728 -2.506 -1.084 0.450
C -0.233 -0.182 0.049 -1.631 1.302 -0.902
N -1.508 0.364 -0.376 0.466 -1.831 0.420
N 0.723 0.656 -0.302 3.256 -3.572 1.412
H -3.561 0.621 -0.448 1.623 -0.364 1.054
H 2.481 -0.561 -0.812 -0.311 1.036 -0.003
H 2.521 1.263 -1.198 0.244 -0.958 1.012
H -2.847 0.225 1.265 0.231 -0.485 0.051
```
Positions in Å, forces in eV/Å.

Computed properties:
- Structure (SMILES): C=N/C(N)=[NH+]/C
- Net charge: +1
- Energy relative to the best compared isomer or geometry (same formula, charge and spin): 42.2 kcal per mole
- Strongest force on any atom: 5.04 eV/Å

***

Density functional theory data (ωB97M-V/def2-TZVPD) for the ion C3H8N3 with charge +1.

Structure (XYZ):
```
14
Properties=species:S:1:pos:R:3:forces:R:3
H -1.482 -2.877 1.515 -0.244 0.598 -0.712
C -1.513 -2.228 0.608 -0.907 -3.006 1.426
C 2.249 2.001 -0.164 -1.814 -1.005 0.001
H -1.357 0.543 -0.447 0.249 0.662 -0.207
H 0.202 1.855 -0.685 2.654 -0.187 0.490
N 0.755 -0.060 -0.647 2.244 2.567 0.737
H -0.854 -0.794 -1.430 -1.241 -1.899 -1.590
H 2.144 3.150 -0.235 0.261 -2.276 0.121
N -0.916 -1.139 0.665 0.391 0.664 -0.281
H 3.206 1.496 0.253 -1.979 0.726 -1.185
H -0.502 -0.982 1.594 0.359 0.768 -0.782
N 1.123 1.313 -0.465 -1.476 0.503 0.153
H -2.049 -2.655 -0.230 0.247 0.495 -0.438
C -0.632 -0.260 -0.582 1.255 1.389 2.269
```
Positions in Å, forces in eV/Å.

Computed properties:
- Net charge: +1
- Energy relative to the best compared isomer or geometry (same formula, charge and spin): 119.7 kcal per mole
- Strongest force on any atom: 3.49 eV/Å